ORCA calculation (wB97M-V/def2-TZVPD) on 11 unconnected molecules or ions with the total composition C71H63Cl20NO3P in a non-equilibrium geometry.

Structure (XYZ):
```
159
Properties=species:S:1:pos:R:3:forces:R:3
C 1.39661 -5.03825 2.14804 -0.041 -0.067 0.642
C 1.53286 -3.66608 2.71644 0.544 0.209 0.822
O 2.21369 -3.42299 3.69597 -0.346 -0.266 -0.826
N 0.82225 -2.60500 2.04081 0.324 -0.021 -0.327
C 1.75418 -1.50662 1.68540 -0.440 0.046 0.283
C 1.29475 -0.74442 0.44953 0.473 0.261 -0.178
C 1.63789 0.74501 0.46783 -0.848 -0.046 -0.090
C 0.56280 1.63686 1.14972 0.858 -0.375 0.344
P -0.28164 0.88653 2.56007 -0.530 0.449 -0.324
C -1.57898 -0.29688 2.15182 0.036 0.242 0.799
C -2.40508 -0.66908 3.41710 0.363 -0.250 -0.991
C -2.77511 -2.14626 3.29899 -0.441 -0.239 0.028
C -4.17165 -2.58397 3.79531 0.358 0.509 0.453
O -4.90401 -3.25271 2.75840 0.415 0.107 -0.918
C -5.26683 -2.45775 1.72806 -0.866 2.639 1.014
O -5.62279 -1.28313 1.86617 1.072 -2.481 -0.376
H 0.36676 -5.26225 1.90469 -0.221 0.043 -0.239
H 1.74998 -5.72337 2.90545 0.085 -0.286 0.115
H 2.02919 -5.14726 1.27573 -0.124 0.129 -0.197
H 0.17474 -2.23198 2.72432 -0.183 -0.164 0.165
H 1.89756 -0.83794 2.53388 0.159 0.079 0.163
H 2.73565 -1.92109 1.50085 0.224 -0.155 -0.098
H 1.81082 -1.18829 -0.38887 -0.010 -0.161 -0.354
H 0.23972 -0.87283 0.23602 -0.225 -0.141 0.060
H 2.61695 0.94323 0.88310 0.215 -0.073 0.284
H 1.69555 1.07184 -0.55896 0.036 0.249 -0.258
H 1.04589 2.53040 1.53292 0.003 0.269 0.150
H -0.20318 1.98248 0.46244 -0.283 -0.153 -0.133
H -0.96033 1.91879 3.21233 0.076 0.000 0.140
H 0.59972 0.36630 3.51098 -0.045 0.044 0.037
H -1.14587 -1.19860 1.74429 0.173 0.014 -0.398
H -2.18125 0.20063 1.39908 -0.172 -0.045 -0.310
H -1.78827 -0.50144 4.29152 -0.252 0.087 0.160
H -3.28582 -0.05653 3.46880 -0.274 0.341 0.039
H -2.73559 -2.42987 2.25301 0.058 -0.136 -0.243
H -2.00807 -2.72850 3.79789 0.150 -0.292 0.112
H -4.72626 -1.73478 4.17464 -0.245 0.204 -0.046
H -4.06687 -3.28796 4.60610 -0.185 -0.360 0.063
H -5.19047 -2.92624 0.74349 -0.265 -0.379 0.120
Cl -2.80515 1.13371 -1.99766 0.003 0.001 -0.059
C -4.39670 0.48034 -2.23016 -0.239 -0.081 -0.051
C -5.00618 0.46901 -3.48648 0.425 0.133 0.349
Cl -4.20310 1.09444 -4.87137 0.122 -0.003 -0.183
C -6.27738 -0.04770 -3.62958 -0.140 0.005 -0.359
C -6.94507 -0.55645 -2.54263 -0.268 -0.207 0.324
C -6.34723 -0.55553 -1.29367 -0.040 -0.041 0.121
C -5.07528 -0.03432 -1.13382 0.058 0.004 -0.076
H -6.74459 -0.04977 -4.60377 0.062 0.042 -0.063
H -7.94071 -0.95826 -2.66689 -0.027 -0.007 -0.007
H -6.86996 -0.95365 -0.43544 0.023 0.045 0.057
H -4.61419 -0.02759 -0.15619 0.002 0.040 0.010
Cl 8.35989 1.05980 1.68628 -0.036 0.024 0.008
C 7.53854 -0.44536 1.88680 0.136 0.086 -0.071
C 6.27236 -0.50672 2.44983 -0.072 0.009 -0.052
Cl 5.44113 0.92479 2.94748 -0.080 0.123 0.063
C 5.63985 -1.72901 2.60095 -0.095 -0.149 -0.021
C 6.26357 -2.88724 2.17591 0.000 -0.131 -0.002
C 7.52455 -2.83008 1.60093 -0.059 0.021 0.033
C 8.16249 -1.61056 1.46426 -0.001 -0.109 -0.042
H 4.65224 -1.77294 3.04188 0.000 0.052 0.046
H 5.75851 -3.83690 2.28732 0.006 -0.016 0.034
H 8.00884 -3.73315 1.25717 0.024 -0.008 0.004
H 9.14541 -1.55764 1.01890 0.023 0.086 0.009
Cl 3.53646 -0.14205 -2.05972 0.155 -0.094 -0.025
C 4.07855 1.19962 -3.01058 -0.033 -0.072 -0.058
C 4.56558 2.35682 -2.42273 -0.106 -0.130 0.319
Cl 4.64772 2.55797 -0.69913 -0.008 -0.175 -0.011
C 4.98672 3.40170 -3.21483 0.161 0.399 -0.403
C 4.92852 3.29997 -4.59515 -0.089 -0.042 0.021
C 4.44409 2.14070 -5.18500 -0.154 0.258 0.077
C 4.01308 1.09545 -4.39199 -0.008 -0.047 -0.065
H 5.36164 4.30152 -2.74670 -0.006 -0.015 0.020
H 5.26321 4.12343 -5.20965 0.032 0.013 -0.004
H 4.39888 2.05350 -6.26046 0.025 -0.015 -0.030
H 3.63083 0.19071 -4.84353 -0.013 -0.048 0.074
Cl -0.07573 0.78189 8.85632 -0.032 -0.026 -0.039
C 1.04475 -0.00067 7.79984 -0.044 0.123 0.176
C 0.61305 -0.80285 6.75475 0.090 -0.057 -0.081
Cl -1.07918 -1.04747 6.44984 0.112 0.116 0.277
C 1.53197 -1.42802 5.92552 -0.031 0.139 0.006
C 2.88738 -1.24883 6.13561 0.091 0.079 0.027
C 3.32412 -0.44215 7.17827 -0.059 -0.032 -0.047
C 2.40486 0.17874 8.00797 0.146 -0.044 -0.066
H 1.19442 -2.05617 5.11789 -0.045 -0.106 -0.007
H 3.59779 -1.74206 5.48679 -0.023 -0.044 -0.023
H 4.38200 -0.29790 7.34715 0.012 0.011 0.018
H 2.74189 0.80474 8.82152 -0.072 0.021 0.040
Cl 6.89058 3.15349 -7.75585 -0.051 -0.047 0.035
C 8.47535 2.82619 -7.14148 -0.030 0.054 -0.071
C 8.68872 1.90672 -6.12427 0.042 -0.136 0.116
Cl 7.38611 1.02529 -5.39926 0.155 0.004 -0.106
C 9.97760 1.67373 -5.66659 0.130 0.034 0.008
C 11.04760 2.35471 -6.21971 -0.016 0.036 -0.038
C 10.83306 3.27182 -7.23850 0.007 -0.039 0.043
C 9.54905 3.50552 -7.69760 0.123 0.038 -0.015
H 10.14052 0.95758 -4.87412 -0.078 -0.030 0.015
H 12.04849 2.16903 -5.85604 0.008 -0.019 0.015
H 11.66543 3.80428 -7.67667 -0.001 0.019 -0.018
H 9.37691 4.21742 -8.49201 -0.083 -0.002 -0.008
Cl -3.70574 1.39942 5.60631 0.007 0.081 0.231
C -5.39825 1.76470 5.69721 0.038 0.017 0.031
C -6.11890 2.08056 4.55596 -0.037 0.032 -0.114
Cl -5.36579 2.12793 2.99742 0.047 -0.022 -0.027
C -7.46992 2.37426 4.65336 -0.122 0.018 0.045
C -8.09615 2.34963 5.88760 0.060 -0.022 0.063
C -7.37270 2.03124 7.02895 -0.048 0.018 -0.082
C -6.02312 1.74015 6.93360 -0.062 -0.019 0.093
H -8.02930 2.62332 3.76318 0.053 -0.007 -0.058
H -9.14943 2.58102 5.95876 -0.018 0.003 -0.018
H -7.85915 2.01042 7.99374 0.010 -0.001 0.025
H -5.45439 1.49276 7.81860 0.074 -0.006 -0.028
Cl 3.86021 -4.12399 -0.03633 0.201 0.099 -0.149
C 3.71260 -5.03325 -1.50765 -0.091 -0.036 0.015
C 4.43960 -4.67431 -2.63258 0.134 0.125 -0.099
Cl 5.51662 -3.32380 -2.61189 -0.007 -0.006 0.032
C 4.30555 -5.40824 -3.80175 -0.065 -0.114 -0.072
C 3.45148 -6.49633 -3.84476 -0.033 -0.003 0.065
C 2.72787 -6.85663 -2.71653 0.031 0.011 -0.064
C 2.85830 -6.12486 -1.54943 -0.030 -0.039 -0.012
H 4.87180 -5.12562 -4.67737 0.048 0.065 0.027
H 3.35112 -7.06388 -4.75908 0.014 -0.002 -0.020
H 2.06248 -7.70794 -2.74519 -0.013 -0.010 0.018
H 2.29592 -6.40581 -0.67089 0.016 0.032 0.057
Cl -0.04960 4.45637 -3.79018 0.116 0.083 -0.006
C -1.35462 4.95206 -4.81490 0.077 0.348 -0.138
C -1.33787 6.17318 -5.49595 0.171 -0.222 0.225
Cl -0.00822 7.27109 -5.37552 0.077 -0.087 0.098
C -2.40993 6.52890 -6.29360 0.010 0.179 -0.100
C -3.49118 5.68516 -6.42090 -0.284 -0.263 -0.039
C -3.50844 4.47114 -5.75162 0.029 0.028 0.007
C -2.43864 4.10646 -4.94893 -0.280 -0.070 -0.095
H -2.39534 7.47453 -6.81664 0.077 0.035 0.020
H -4.32727 5.97193 -7.04290 -0.012 0.036 -0.009
H -4.35740 3.80918 -5.85132 -0.015 -0.010 0.018
H -2.45182 3.16310 -4.42331 0.079 0.007 0.052
Cl -7.34622 5.36903 -7.06363 0.078 0.078 -0.002
C -7.21505 5.25884 -8.78650 -0.058 -0.092 0.071
C -6.59575 6.24725 -9.53879 0.069 0.096 -0.064
Cl -5.90276 7.65421 -8.80745 -0.044 -0.032 0.091
C -6.52126 6.11965 -10.91812 -0.019 -0.067 -0.120
C -7.05989 5.01034 -11.54532 -0.021 -0.035 0.033
C -7.67555 4.02050 -10.79300 0.027 0.038 -0.023
C -7.75249 4.14641 -9.41732 -0.024 -0.078 -0.108
H -6.04032 6.89268 -11.49994 0.024 0.056 0.060
H -6.99949 4.91917 -12.62070 0.012 0.016 -0.017
H -8.09681 3.15082 -11.27749 -0.016 -0.017 0.010
H -8.23283 3.37899 -8.82752 0.001 0.033 0.078
Cl -3.66157 -6.88742 11.31535 0.020 0.022 0.028
C -3.03765 -5.73656 10.19012 -0.076 -0.135 -0.015
C -2.40083 -4.57934 10.61729 0.067 0.118 0.077
Cl -2.19038 -4.23551 12.29607 -0.024 -0.032 0.008
C -1.91770 -3.67240 9.68544 0.022 0.053 -0.126
C -2.06643 -3.91930 8.33200 -0.026 -0.074 -0.041
C -2.69964 -5.07897 7.90506 0.034 0.074 0.042
C -3.18409 -5.98440 8.83286 0.011 0.037 -0.142
H -1.42463 -2.77108 10.02261 -0.005 -0.008 0.080
H -1.68720 -3.20274 7.61573 -0.028 -0.124 0.089
H -2.81666 -5.27960 6.84837 -0.008 -0.036 -0.010
H -3.67842 -6.88790 8.50598 -0.022 -0.038 0.077
```
Positions in Å, forces in eV/Å.

Results
Charge: +1
2S+1: 1
Calculated total energy, eV: -342014.6413

Results of the Löwdin charge analysis, in e, for atoms 1 through 6: -0.002 -0.472 0.080 0.041 -0.218 -0.207